{"formula": "C26H26GdN4O8P2", "method": "ωB97M-V/def2-TZVPD", "elements": ["C", "C", "C", "C", "C", "C", "C", "C", "C", "C", "C", "C", "C", "H", "H", "H", "H", "H", "H", "H", "N", "Gd", "C", "H", "H", "C", "H", "H", "P", "P", "C", "H", "H", "H", "C", "H", "H", "H", "C", "H", "H", "H", "C", "H", "H", "H", "C", "O", "H", "O", "N", "O", "C", "C", "C", "C", "O", "C", "C", "N", "O", "O", "N", "O", "O", "H", "H"], "positions_angstrom": [[-2.5155, 2.4067, -3.4106], [-2.2103, 1.0983, -3.0267], [-0.8375, 0.6497, -3.2029], [0.1456, 1.6795, -3.0726], [-0.1620, 2.9705, -3.4877], [-1.4874, 3.3131, -3.7286], [1.4215, 1.3323, -2.3866], [1.8026, -0.0598, -2.7619], [0.7551, -1.0159, -2.9341], [1.0750, -2.3656, -2.4937], [2.4115, -2.7707, -2.5301], [3.4274, -1.8362, -2.8006], [3.1276, -0.4807, -2.8508], [-3.5600, 2.7442, -3.3910], [0.6591, 3.6766, -3.6019], [-1.7366, 4.3062, -4.0945], [2.2217, 2.0445, -2.6180], [2.6697, -3.8075, -2.2740], [4.4558, -2.1752, -2.9087], [3.8956, 0.2832, -2.9608], [-0.5139, -0.6722, -3.3174], [0.1931, 0.4239, 0.4196], [-3.1764, 0.2859, -2.1802], [-3.1801, -0.7620, -2.5141], [-4.1870, 0.7216, -2.2441], [0.0334, -3.1797, -1.7457], [-0.9147, -3.1816, -2.3004], [0.3965, -4.2066, -1.5894], [-2.7613, 0.2414, -0.3338], [-0.3695, -2.5344, -0.0228], [0.7522, -3.5354, 1.0181], [0.5357, -3.3471, 2.0782], [0.5925, -4.5982, 0.7932], [1.7930, -3.2459, 0.8365], [-1.9159, -3.4696, 0.2582], [-1.6873, -4.5433, 0.2968], [-2.3718, -3.1682, 1.2085], [-2.6253, -3.2802, -0.5559], [-3.3776, 1.8811, 0.2115], [-4.3097, 2.1183, -0.3185], [-3.5732, 1.8603, 1.2926], [-2.6324, 2.6614, 0.0167], [-4.1870, -0.7594, 0.2389], [-4.1316, -0.8963, 1.3259], [-5.1309, -0.2495, -0.0035], [-4.1872, -1.7500, -0.2291], [-1.1146, -0.6589, 2.1668], [-1.6571, -1.1166, 3.0811], [1.2657, 1.4101, -1.1466], [2.7624, 1.2933, 7.0720], [2.3462, 2.1450, 6.2616], [1.9300, 3.2698, 6.6110], [2.3266, 1.8197, 4.8516], [2.7052, 0.5362, 4.4337], [2.6360, 0.2081, 3.0853], [2.1882, 1.1689, 2.1236], [2.2869, 0.9167, 0.8398], [1.6017, 2.3920, 2.6222], [1.8019, 2.7594, 3.9545], [0.7406, 3.2173, 1.8116], [0.6483, 4.4139, 2.0378], [-0.0236, 2.6294, 0.9075], [2.7741, -1.1950, 2.6800], [3.0195, -1.4981, 1.4869], [2.6070, -2.0590, 3.5683], [3.0524, -0.1997, 5.1534], [1.4803, 3.7398, 4.2937]], "forces_ev_per_angstrom": [[0.154, -0.201, 0.472], [0.256, 0.280, -0.193], [-0.462, 0.336, 0.744], [-0.454, 0.435, -0.111], [0.083, -0.278, 0.331], [-0.321, 0.000, -0.390], [-0.042, -0.027, 0.349], [0.338, -0.598, 0.073], [0.350, -0.441, 0.855], [0.287, 0.258, -0.141], [-0.307, 0.270, 0.374], [0.047, -0.354, -0.323], [-0.284, 0.124, 0.225], [0.495, -0.110, 0.064], [-0.328, 0.076, 0.187], [0.038, -0.177, 0.103], [-0.151, -0.029, 0.426], [-0.107, 0.521, -0.084], [-0.214, 0.096, 0.070], [0.015, -0.270, 0.275], [-0.251, 0.262, 2.371], [1.011, 0.992, -0.772], [0.283, -0.218, -0.587], [-0.151, 0.177, 0.093], [0.265, -0.309, -0.050], [0.051, 0.174, -0.663], [0.152, -0.111, 0.142], [-0.239, 0.209, -0.196], [-1.064, 0.649, -0.863], [0.492, -0.992, -0.666], [0.136, 0.151, 0.004], [0.088, -0.124, -0.177], [0.103, 0.239, 0.115], [-0.208, -0.183, 0.066], [-0.302, 0.223, 0.051], [-0.072, 0.298, -0.042], [0.007, -0.161, -0.165], [0.123, -0.067, 0.213], [0.211, 0.240, -0.029], [0.195, -0.027, 0.167], [0.072, 0.008, -0.252], [-0.187, -0.071, 0.047], [0.054, -0.389, 0.124], [-0.071, 0.033, -0.191], [0.334, -0.098, 0.035], [-0.042, 0.226, 0.106], [-2.213, -1.700, 4.517], [1.780, 1.470, -3.416], [0.902, 0.457, -3.296], [-0.704, 1.310, -1.840], [0.137, 0.869, 2.976], [0.748, -2.093, -0.979], [-0.055, -0.228, -1.418], [0.053, -0.032, 0.235], [-0.708, 0.716, 0.232], [-0.204, -0.042, 0.268], [-1.224, 0.113, -0.484], [-0.153, -0.209, -0.226], [-0.113, -0.425, 0.281], [1.882, -1.044, 0.877], [-0.389, 1.017, 0.091], [-0.301, -1.695, -0.419], [0.634, -2.064, -0.113], [-0.520, 0.859, 2.151], [0.253, 1.739, -1.567], [-0.177, 0.161, -0.064], [-0.011, -0.221, 0.008]], "lowdin_spin": [-0.02, 0.10, -0.01, 0.10, -0.02, 0.13, 0.02, 0.09, -0.01, 0.09, -0.02, 0.12, -0.02, 0.00, 0.00, 0.01, 0.00, 0.00, 0.01, 0.00, 0.33, 5.13, 0.02, 0.01, 0.00, 0.02, 0.00, 0.00, 0.00, 0.01, 0.00, 0.00, 0.00, 0.00, 0.00, 0.00, 0.00, 0.00, 0.00, 0.00, 0.00, 0.00, 0.00, 0.00, 0.00, 0.00, 0.02, 0.02, 0.02, -0.01, 0.00, 0.00, -0.01, 0.05, 0.00, 0.04, 0.04, 0.00, 0.04, 0.29, 0.39, 0.03, 0.00, 0.00, -0.01, 0.00, 0.00], "s_squared": 16.203, "largest_force_ev_per_a": 5.31, "relative_energy_kj_mol": 180.1, "homo_ev": [-9.60, -11.68], "multiplicity": 8, "e_lumo_ev": [-4.87, -5.19], "energy_ha": -3275.011148, "total_charge": 1}

---

{"formula": "C20H33BrCoN2O5SSb2", "method": "ωB97M-V/def2-TZVPD", "elements": ["Co", "C", "Sb", "C", "C", "C", "C", "C", "C", "C", "C", "C", "Sb", "C", "C", "H", "H", "H", "H", "H", "H", "H", "H", "H", "H", "H", "H", "H", "H", "H", "H", "H", "H", "H", "H", "O", "C", "C", "C", "N", "C", "Br", "C", "H", "H", "H", "H", "C", "S", "C", "O", "H", "H", "H", "H", "H", "H", "C", "H", "H", "H", "O", "N", "O", "O"], "positions_angstrom": [[-2.4194, -0.9231, 0.3955], [1.5632, 0.8089, 3.2753], [0.9892, -0.7457, 1.9059], [0.9020, -2.2553, 3.4251], [3.0284, -1.2568, 1.3297], [3.6732, -0.1881, 0.5024], [4.2250, 0.9189, 1.1514], [4.7897, 1.9743, 0.4566], [4.8240, 1.9363, -0.9295], [4.3091, 0.8332, -1.5879], [3.7343, -0.2390, -0.9022], [3.2232, -1.3989, -1.7007], [1.0917, -1.3340, -2.1168], [1.2143, 0.5086, -3.2174], [1.2361, -2.5645, -3.8712], [2.3884, 0.4725, 3.9046], [0.7077, 1.0371, 3.9125], [1.8561, 1.7134, 2.7448], [1.7344, -2.1077, 4.1139], [0.9689, -3.2431, 2.9723], [-0.0417, -2.1970, 3.9653], [2.9885, -2.2196, 0.8223], [3.5638, -1.3972, 2.2709], [4.2117, 0.9420, 2.2348], [5.2095, 2.8144, 0.9952], [5.2658, 2.7478, -1.4936], [4.3605, 0.7863, -2.6699], [3.4358, -2.3527, -1.2168], [3.7051, -1.4103, -2.6798], [1.9961, 0.4448, -3.9755], [1.4391, 1.3351, -2.5433], [0.2597, 0.7031, -3.7085], [2.1621, -2.3524, -4.4068], [0.3893, -2.3506, -4.5238], [1.2039, -3.6195, -3.6039], [-2.8820, 2.2000, -4.8406], [-2.6615, 1.5104, -3.7029], [-2.2163, 2.1046, -2.5261], [-2.0370, 1.3017, -1.4226], [-2.2617, -0.0215, -1.4220], [-2.6680, -0.5676, -2.5650], [-2.9069, -2.4317, -2.5932], [-2.8837, 0.1430, -3.7301], [-2.6863, 3.1339, -4.7071], [-2.0104, 3.1651, -2.4671], [-1.6864, 1.7042, -0.4822], [-3.2102, -0.3477, -4.6338], [-2.1842, 2.8981, 3.2774], [-3.0447, 1.7116, 2.2581], [-3.6869, 0.6730, 3.5584], [-1.9366, 0.9077, 1.6230], [-2.9069, 3.4910, 3.8375], [-1.6193, 3.5418, 2.6061], [-1.5035, 2.3714, 3.9453], [-4.3933, 1.2416, 4.1628], [-2.8487, 0.3118, 4.1537], [-4.1893, -0.1605, 3.0732], [-4.3415, -0.7037, 0.3391], [-4.7674, -1.2659, -0.4995], [-4.6723, 0.3375, 0.2176], [-4.7916, -1.1081, 1.2512], [-1.6051, -4.0540, 2.1391], [-1.7868, -3.0308, 1.5297], [-1.3258, -2.8149, 0.3713], [-2.4744, -2.0634, 2.0177]], "forces_ev_per_angstrom": [[0.180, -0.049, -0.245], [0.008, 0.012, 0.091], [-0.117, 0.062, -0.287], [0.020, -0.016, 0.024], [0.094, 0.021, 0.036], [-0.007, -0.040, -0.024], [-0.005, 0.015, 0.002], [0.010, 0.006, 0.016], [0.000, -0.005, -0.011], [-0.012, 0.029, 0.005], [-0.043, -0.021, 0.003], [0.119, -0.003, 0.003], [-0.139, -0.017, 0.167], [0.041, 0.051, -0.060], [0.020, -0.014, -0.067], [-0.006, 0.020, 0.009], [-0.002, -0.002, -0.001], [-0.009, -0.002, -0.018], [-0.017, -0.037, 0.022], [0.001, -0.009, -0.010], [-0.003, 0.016, 0.010], [-0.028, -0.002, -0.004], [0.038, 0.008, -0.025], [-0.001, 0.003, 0.001], [-0.001, 0.001, -0.003], [0.003, 0.001, 0.004], [0.004, 0.000, 0.001], [-0.031, -0.007, -0.005], [0.011, -0.017, 0.010], [-0.006, 0.008, 0.000], [-0.004, -0.007, 0.008], [-0.003, -0.009, 0.005], [-0.012, -0.002, -0.012], [-0.010, -0.008, -0.004], [0.011, 0.000, 0.013], [0.012, -0.005, 0.012], [-0.019, 0.106, -0.097], [0.008, -0.095, 0.030], [0.126, -0.028, -0.059], [-0.283, 0.097, 0.370], [0.119, -0.013, -0.035], [-0.009, -0.004, 0.015], [0.046, -0.066, 0.066], [0.004, 0.004, -0.001], [-0.001, 0.009, -0.010], [-0.047, -0.003, 0.024], [-0.008, 0.002, -0.003], [0.045, 0.046, 0.080], [-0.026, -0.146, -0.120], [-0.027, -0.013, 0.072], [0.093, 0.193, -0.030], [-0.004, -0.014, 0.005], [-0.006, 0.012, 0.003], [-0.003, 0.000, -0.003], [0.002, 0.010, -0.001], [-0.015, -0.024, 0.000], [0.028, -0.008, 0.018], [-0.217, 0.124, -0.061], [0.002, -0.002, 0.008], [0.018, -0.007, 0.028], [-0.042, 0.000, -0.025], [0.017, 0.109, -0.005], [-0.033, -0.055, -0.100], [0.089, -0.184, 0.176], [0.029, -0.031, -0.011]], "lowdin_spin": [1.03, 0.00, 0.00, 0.00, 0.00, 0.00, 0.00, 0.00, 0.00, 0.00, 0.00, 0.00, 0.00, 0.00, 0.00, 0.00, 0.00, 0.00, 0.00, 0.00, 0.00, 0.00, 0.00, 0.00, 0.00, 0.00, 0.00, 0.00, 0.00, 0.00, 0.00, 0.00, 0.00, 0.00, 0.00, 0.00, 0.00, 0.00, 0.00, -0.01, 0.00, 0.00, 0.00, 0.00, 0.00, 0.00, 0.00, 0.00, 0.00, 0.00, 0.02, 0.00, 0.00, 0.00, 0.00, 0.00, 0.00, -0.06, 0.00, 0.00, 0.00, 0.00, 0.00, 0.02, -0.01], "s_squared": 0.771, "largest_force_ev_per_a": 0.48, "relative_energy_kj_mol": 46.3, "homo_ev": [-7.68, -7.65], "multiplicity": 2, "e_lumo_ev": [0.11, 0.11], "energy_ha": -6102.862570}

---

{"formula": "C4H5F2N", "method": "ωB97M-V/def2-TZVPD", "elements": ["C", "C", "C", "C", "N", "F", "F", "H", "H", "H", "H", "H"], "positions_angstrom": [[-0.5117, -0.1946, -0.1097], [0.5772, -0.0244, -1.2709], [0.4327, 0.4189, 0.9207], [1.5383, 0.0735, -0.0832], [-1.6642, -0.6744, -0.1365], [1.9618, -1.2303, 0.1926], [2.6404, 0.7817, -0.1487], [0.7276, -0.9626, -1.8202], [0.6551, 0.9735, -1.9234], [0.3733, 1.3726, 1.2515], [0.5051, -0.2142, 1.7335], [-2.1729, -0.8999, 0.6940]], "forces_ev_per_angstrom": [[5.668, 2.639, -2.984], [-0.094, 0.782, 0.536], [0.296, -2.491, -2.137], [-1.288, -1.786, 0.035], [-3.940, -0.125, 1.140], [0.174, 0.328, 0.123], [0.962, 1.178, -0.157], [0.037, 0.532, -0.384], [-0.757, -2.028, 1.139], [-0.451, 3.447, 0.645], [0.188, -1.327, 2.147], [-0.795, -1.148, -0.102]], "lowdin_spin": [0.56, 0.14, 0.17, 0.02, 0.94, 0.01, 0.01, 0.01, 0.04, 0.03, 0.02, 0.06], "s_squared": 2.007, "largest_force_ev_per_a": 6.93, "relative_energy_kj_mol": 78.3, "homo_ev": [-5.57, -11.32], "multiplicity": 3, "e_lumo_ev": [0.98, -2.66], "energy_ha": -409.688649}